{
  "formula": "C10H24AlBNOS2",
  "method": "the ωB97M-V functional and the def2-TZVPD basis",
  "orbital_gap_ev": 5.89,
  "charge": -1,
  "multiplicity": 1,
  "symbols": ["S", "S", "Al", "O", "N", "C", "C", "C", "C", "C", "C", "C", "C", "C", "C", "B", "H", "H", "H", "H", "H", "H", "H", "H", "H", "H", "H", "H", "H", "H", "H", "H", "H", "H", "H", "H", "H", "H", "H", "H"],
  "positions_angstrom": [[1.332, -0.196, -2.479], [-0.666, 0.167, -4.642], [0.639, -2.344, 2.146], [-2.416, -2.346, 2.842], [0.031, 2.166, -3.068], [0.207, -3.014, 0.269], [-0.828, 2.235, -1.864], [0.202, -1.349, -1.625], [0.191, 0.802, -3.430], [1.341, 2.841, -2.896], [1.059, -2.324, -0.827], [-0.948, 3.641, -1.310], [-0.585, -1.700, 5.744], [-1.148, -2.878, 4.923], [1.412, 4.120, -3.739], [-1.127, -2.512, 3.373], [1.495, -3.045, -1.521], [-2.387, -1.691, 2.148], [-0.424, -0.786, -0.938], [2.107, 2.157, -3.253], [0.432, 4.359, -4.139], [1.830, -3.250, 2.804], [-0.842, -2.767, 0.072], [0.420, -1.919, 6.096], [-0.498, 1.532, -1.093], [-1.759, 3.656, -0.585], [2.066, 3.967, -4.596], [-1.819, 1.901, -2.175], [-0.572, -0.765, 5.187], [-0.525, -3.760, 5.075], [-2.169, -3.119, 5.234], [-1.125, 4.365, -2.099], [-0.054, 3.920, -0.754], [1.887, -1.766, -0.384], [1.807, 4.970, -3.187], [1.574, 3.023, -1.849], [1.129, -0.783, 2.095], [-0.396, -1.868, -2.368], [0.317, -4.093, 0.173], [-1.191, -1.546, 6.638]],
  "forces_ev_per_angstrom": [[0.2, 0.3, 0.2], [-0.2, -0.1, 0.0], [0.1, -0.1, 0.1], [-0.1, 0.4, 0.8], [0.5, 0.1, 0.5], [0.3, 0.5, -0.2], [-0.5, 0.0, -0.4], [0.3, -0.2, -0.1], [-0.3, -0.2, -0.3], [-0.1, -0.2, -0.4], [-0.1, -0.1, 0.1], [0.2, -0.3, 0.3], [-0.2, -0.3, 0.3], [-0.1, -0.2, -0.4], [0.1, -0.1, -0.1], [-0.2, 0.0, 0.1], [0.1, 0.0, -0.1], [0.0, -0.3, -0.7], [-0.1, 0.1, 0.0], [0.1, 0.0, 0.1], [-0.1, 0.1, 0.1], [0.1, 0.0, 0.0], [-0.2, -0.2, 0.0], [0.2, 0.2, -0.1], [0.2, 0.1, 0.2], [-0.2, 0.1, -0.1], [0.0, 0.0, -0.1], [0.0, -0.1, -0.1], [0.1, 0.1, 0.0], [0.0, -0.1, 0.2], [-0.1, 0.0, 0.1], [-0.1, 0.1, 0.0], [0.1, 0.2, -0.1], [0.1, 0.0, 0.0], [-0.1, 0.1, 0.1], [-0.1, 0.0, 0.1], [0.0, 0.1, -0.2], [-0.2, 0.0, 0.0], [-0.1, -0.1, 0.1], [0.0, 0.1, 0.1]],
  "nbo_charge": [0.1731, 0.0513, 0.7611, -0.9266, -0.5354, -0.9254, -0.2102, -0.4759, -0.0891, -0.2282, -0.4105, -0.6180, -0.5927, -0.7902, -0.6225, 0.4940, 0.1877, 0.4799, 0.2082, 0.2060, 0.2216, -0.3946, 0.1864, 0.2033, 0.1901, 0.2185, 0.2049, 0.2001, 0.2014, 0.2154, 0.1901, 0.2087, 0.2047, 0.1982, 0.2030, 0.1974, -0.3991, 0.2164, 0.2088, 0.1880]
}